{"formula": "C3H8N2O2", "method": "the ωB97M-V functional and the def2-TZVPD basis", "species": ["C", "C", "N", "C", "N", "H", "H", "H", "H", "O", "H", "H", "O", "H", "H"], "positions_angstrom": [[-1.1291, -1.3410, 1.1383], [-1.3748, -0.0812, 1.7276], [-0.2031, 0.5425, 1.6940], [0.7463, -0.2319, 1.0306], [0.1588, -1.4056, 0.7700], [-1.9853, -1.8822, 0.7806], [-2.2657, 0.1322, 2.3058], [-0.0049, 1.5011, 1.8432], [1.7090, -0.1045, 0.6361], [1.4502, 2.0191, -1.3111], [1.8630, 2.5381, -2.0139], [1.2454, 1.2211, -1.8429], [0.1527, -0.7782, -2.4913], [0.4137, -1.1249, -1.6217], [-0.7761, -1.0046, -2.6453]], "forces_ev_per_angstrom": [[-1.1, 2.8, 0.8], [-0.8, -3.0, -0.2], [3.1, 0.9, -1.0], [-3.8, -2.4, 1.0], [1.0, 0.1, -1.4], [0.4, -1.2, 0.2], [0.3, 0.8, -0.3], [-0.2, 0.8, 0.5], [1.1, 1.2, 0.3], [0.1, -0.6, -1.1], [0.1, 0.4, 0.4], [-0.3, 0.1, 0.7], [0.2, 0.1, 0.0], [-0.5, -0.1, -0.1], [0.4, 0.0, 0.4]], "orbital_gap_ev": 9.58, "total_charge": 0, "e_above_lowest_ev": 1.662, "smiles": "c1c[nH]cn1.O.O", "multiplicity": 1, "homo_ev": -8.7472, "e_tot_ha": -379.07991}

{"formula": "C4H12S", "method": "the ωB97M-V functional and the def2-TZVPD basis", "species": ["C", "S", "C", "H", "H", "H", "H", "H", "H", "C", "C", "H", "H", "H", "H", "H", "H"], "positions_angstrom": [[0.2788, -0.9120, 2.0062], [0.4936, -1.7282, 0.3763], [-1.1520, -2.2608, -0.0979], [-0.3450, -1.4400, 2.7157], [1.3297, -0.8925, 2.2975], [-0.0054, 0.1117, 1.8120], [-1.1785, -3.3430, -0.0073], [-1.3444, -2.1236, -1.1628], [-1.9902, -1.9236, 0.5020], [0.0661, 1.6212, -0.4562], [0.9099, 2.0280, -1.6731], [0.6983, 1.2815, 0.3566], [-0.4975, 2.4763, -0.0755], [-0.6423, 0.8261, -0.6800], [0.4018, 2.8095, -2.2302], [1.0593, 1.1672, -2.3141], [1.9177, 2.3021, -1.3692]], "forces_ev_per_angstrom": [[0.9, -0.2, -1.3], [-0.1, 0.1, 0.4], [-0.3, -1.2, -0.4], [0.0, -0.1, 0.0], [-0.2, 0.0, 0.6], [-0.5, 0.2, 0.4], [0.0, -0.3, 0.2], [0.0, 0.6, 0.1], [0.1, 0.6, 0.1], [0.0, 0.5, 0.0], [-0.2, -0.6, 0.4], [0.1, -0.1, 0.0], [0.0, 0.0, 0.0], [0.0, 0.0, -0.1], [0.3, 0.1, -0.2], [-0.1, -0.1, -0.3], [-0.1, 0.5, 0.0]], "orbital_gap_ev": 9.37, "total_charge": 0, "e_above_lowest_ev": 0.458, "smiles": "CSC.CC", "multiplicity": 1, "homo_ev": -8.3847, "e_tot_ha": -557.75359}

{"formula": "C3H3NO2S", "method": "the ωB97M-V functional and the def2-TZVPD basis", "species": ["C", "C", "C", "N", "O", "O", "S", "H", "H", "H"], "positions_angstrom": [[-1.3922, -0.7655, 0.7520], [0.9099, -0.5084, 0.8781], [0.2616, 0.1342, -0.6552], [-1.1301, -0.1755, -0.4610], [-1.1810, 1.9999, -1.9332], [-0.3054, -0.9844, 1.4172], [-0.8624, 1.5385, -0.6074], [1.6074, -1.3067, 0.6490], [1.3290, 0.2733, 1.5077], [0.7632, -0.2054, -1.5473]], "forces_ev_per_angstrom": [[-2.1, 0.0, 0.8], [-0.7, 2.0, -3.6], [1.6, -1.2, 3.6], [0.5, -0.1, -1.0], [-0.3, 0.4, -0.4], [0.6, -0.5, 0.4], [0.5, -0.6, 0.3], [0.0, 0.0, 0.1], [0.0, -0.2, 0.0], [-0.1, 0.3, -0.3]], "orbital_gap_ev": 9.27, "total_charge": 0, "e_above_lowest_ev": 5.767, "multiplicity": 1, "homo_ev": -9.2074, "e_tot_ha": -719.36831}

{"formula": "C37H26Cl2N10RuS2", "method": "the ωB97M-V functional and the def2-TZVPD basis", "species": ["Ru", "C", "C", "C", "C", "C", "N", "C", "C", "C", "C", "C", "C", "C", "C", "N", "C", "N", "C", "N", "C", "N", "C", "N", "C", "N", "C", "C", "C", "C", "C", "C", "C", "C", "C", "C", "C", "C", "C", "C", "N", "H", "H", "H", "H", "H", "H", "H", "H", "H", "H", "H", "H", "H", "H", "H", "H", "C", "N", "C", "S", "N", "C", "H", "H", "H", "H", "H", "H", "H", "H", "Cl", "C", "Cl", "H", "H", "S", "C"], "positions_angstrom": [[1.1328, 0.4567, -0.5032], [3.8233, 5.3371, 0.6793], [3.6749, 5.0180, 2.0275], [2.7112, 4.1094, 2.4421], [1.9026, 3.5426, 1.4752], [0.9236, 2.4411, 1.5681], [0.7381, 1.6978, 2.6105], [0.0573, 0.5314, 2.4077], [-0.7143, -0.1733, 3.2784], [-1.1499, 0.0768, 4.6166], [-2.1070, -0.7164, 5.1458], [-2.7722, -1.7422, 4.3468], [-2.3790, -2.0559, 3.1042], [-1.1195, -1.4396, 2.6145], [-0.6657, -1.2249, 1.2168], [-0.9754, -2.0682, 0.1920], [-0.9248, -1.6698, -1.0300], [-0.5949, -0.4059, -1.5439], [-0.8798, -0.4375, -2.8585], [-1.0168, 0.5525, -3.7281], [-0.9075, 1.8107, -3.3702], [-0.1212, 2.3790, -2.4687], [-0.5645, 3.6916, -2.1328], [-0.0280, 4.1932, -1.1154], [0.9464, 3.1695, -0.6173], [0.3500, 2.2472, 0.3393], [2.0473, 3.8651, 0.1318], [3.0011, 4.7694, -0.2872], [-1.6299, 4.0172, -3.0837], [-2.3994, 5.1469, -3.2729], [-3.3570, 5.1053, -4.2806], [-3.5435, 3.9633, -5.0567], [-2.7814, 2.8198, -4.8484], [-1.8187, 2.8719, -3.8601], [-1.2647, -1.7997, -3.2842], [-1.5840, -2.3226, -4.5204], [-1.9310, -3.6695, -4.5654], [-1.9849, -4.4405, -3.4052], [-1.6876, -3.8921, -2.1609], [-1.3119, -2.5643, -2.1357], [0.1157, -0.1855, 1.1652], [4.5930, 6.0375, 0.3816], [4.3308, 5.4766, 2.7561], [2.6025, 3.8279, 3.4810], [-0.7527, 0.9268, 5.1568], [-2.4699, -0.5341, 6.1486], [-3.6340, -2.2397, 4.7747], [-2.8953, -2.7884, 2.4980], [3.1165, 5.0220, -1.3336], [-2.2600, 6.0260, -2.6591], [-3.9744, 5.9747, -4.4636], [-4.3003, 3.9673, -5.8298], [-2.9268, 1.9208, -5.4315], [-1.5576, -1.7093, -5.4108], [-2.1721, -4.1283, -5.5153], [-2.2716, -5.4816, -3.4761], [-1.7537, -4.4733, -1.2500], [1.7974, -4.9051, 1.1996], [1.7034, -3.9000, 0.1571], [2.1524, -2.6576, 0.1678], [2.0719, -1.7380, -1.2672], [2.7388, -2.1047, 1.2675], [2.3699, -2.1931, 2.5723], [1.7600, -5.8882, 0.7390], [0.9779, -4.8363, 1.9076], [2.7486, -4.8075, 1.7234], [1.1682, -4.1280, -0.6673], [3.1116, -1.1440, 1.0682], [0.3935, -6.7189, 4.0796], [0.3390, -5.2118, 5.2594], [2.0403, -5.0309, 4.4930], [0.9328, -4.3394, 4.4207], [2.2094, -1.8781, 3.7261], [3.2055, 0.8065, 0.7118], [2.2220, -1.3808, 4.6678], [-0.3046, -2.1649, 2.8741], [2.3884, 1.2806, -2.4143], [1.0891, 2.1095, -1.7457]], "forces_ev_per_angstrom": [[-0.1, 0.0, -0.1], [0.0, 0.0, 0.0], [0.0, 0.0, 0.0], [0.0, 0.0, 0.0], [0.0, 0.0, 0.0], [0.0, 0.0, 0.0], [0.0, 0.0, 0.0], [-0.1, 0.1, 0.0], [0.1, 0.0, 0.0], [-0.1, 0.0, 0.0], [0.0, 0.0, 0.0], [0.0, 0.0, 0.0], [-0.1, 0.1, 0.0], [0.3, -0.2, 0.1], [-0.2, 0.2, 0.0], [0.1, -0.1, 0.0], [0.0, 0.0, 0.0], [-0.1, 0.1, 0.0], [0.0, 0.0, 0.0], [0.0, 0.0, 0.0], [-0.1, 0.0, 0.1], [0.1, 0.0, -0.1], [0.0, 0.0, 0.0], [0.0, 0.0, 0.0], [0.0, 0.0, 0.0], [0.0, 0.0, 0.0], [0.0, 0.0, 0.0], [0.0, 0.0, 0.0], [0.0, 0.0, 0.0], [0.0, 0.0, 0.0], [0.0, 0.0, 0.0], [0.0, 0.0, 0.0], [0.0, 0.0, 0.0], [0.0, 0.0, 0.0], [0.0, 0.0, 0.0], [0.0, 0.0, 0.0], [0.0, 0.0, 0.0], [0.0, 0.0, 0.0], [0.0, 0.0, 0.0], [0.0, 0.0, 0.0], [0.2, -0.1, 0.1], [0.0, 0.0, 0.0], [0.0, 0.0, 0.0], [0.0, 0.0, 0.0], [0.0, 0.0, 0.0], [0.0, 0.0, 0.0], [0.0, 0.0, 0.0], [0.0, 0.0, 0.0], [0.0, 0.0, 0.0], [0.0, 0.0, 0.0], [0.0, 0.0, 0.0], [0.0, 0.0, 0.0], [0.0, 0.0, 0.0], [0.0, 0.0, 0.0], [0.0, 0.0, 0.0], [0.0, 0.0, 0.0], [0.0, 0.0, 0.0], [0.2, 0.0, 0.0], [-0.2, 0.0, 0.1], [0.1, 0.1, 0.1], [0.1, 0.1, 0.0], [-0.2, -0.2, -0.1], [0.1, 0.4, 0.2], [0.0, 0.0, 0.0], [-0.1, 0.0, -0.1], [0.0, 0.0, 0.0], [0.0, 0.0, 0.0], [0.0, 0.0, 0.0], [-0.1, -0.1, 0.7], [-0.4, -1.8, -0.6], [-0.4, -0.1, -0.2], [0.7, 1.8, 0.5], [0.6, 0.3, -0.8], [0.0, 0.0, -0.1], [-0.3, -0.4, 0.2], [-0.1, -0.1, 0.0], [0.0, 0.0, 0.0], [0.0, 0.0, 0.1]], "orbital_gap_ev": 4.94, "total_charge": 0, "e_above_lowest_ev": 9.951, "multiplicity": 1, "homo_ev": -6.6790, "e_tot_ha": -3784.54463}

{"formula": "C22H15N4O11W", "method": "the ωB97M-V functional and the def2-TZVPD basis", "species": ["W", "O", "C", "C", "C", "C", "C", "C", "C", "O", "N", "N", "C", "C", "C", "C", "C", "C", "C", "O", "H", "H", "H", "H", "H", "H", "H", "H", "H", "H", "O", "C", "O", "C", "C", "C", "C", "C", "C", "O", "N", "O", "O", "N", "O", "O", "H", "H", "C", "O", "H", "H", "H"], "positions_angstrom": [[0.4102, -0.8803, 0.3383], [-0.2996, 3.5017, -0.3578], [-0.8925, 3.6715, 0.8454], [-1.6157, 4.8498, 1.0064], [-2.2445, 5.1200, 2.1994], [-2.1684, 4.2256, 3.2706], [-1.4661, 3.0583, 3.1196], [-0.8215, 2.7534, 1.9067], [-0.1576, 1.4702, 1.7793], [0.3822, 1.0914, 0.5919], [-0.0778, 0.6444, 2.7792], [0.5802, -0.4944, 2.3643], [1.2926, -1.1928, 3.1826], [2.2823, -2.1268, 2.7138], [2.9082, -2.9828, 3.6327], [3.9785, -3.7588, 3.2572], [4.4812, -3.6628, 1.9562], [3.9099, -2.8055, 1.0370], [2.8022, -2.0617, 1.4014], [2.2400, -1.2233, 0.4933], [0.2180, 2.6888, -0.3603], [-1.6618, 5.5363, 0.1705], [-2.8032, 6.0412, 2.3068], [-2.6629, 4.4486, 4.2059], [-1.3993, 2.3430, 3.9269], [1.2000, -0.9798, 4.2427], [2.5302, -3.0237, 4.6483], [4.4412, -4.4263, 3.9715], [5.3367, -4.2586, 1.6637], [4.2962, -2.7058, 0.0310], [-2.7334, 1.2102, -0.1551], [-2.0047, 0.3977, -0.6133], [-1.4829, -0.6466, 0.1127], [-1.5866, 0.3431, -2.0520], [-2.4627, 0.8357, -3.0025], [-2.1400, 0.7084, -4.3336], [-0.9855, 0.0869, -4.7527], [-0.1100, -0.3952, -3.8038], [-0.3788, -0.2356, -2.4486], [0.5140, -0.6212, -1.4919], [1.0960, -1.1043, -4.2892], [1.3524, -1.0053, -5.4662], [1.7296, -1.7534, -3.4804], [-3.0780, 1.2345, -5.3543], [-4.1211, 1.6955, -4.9454], [-2.8038, 1.0128, -6.5129], [-3.3874, 1.3095, -2.7012], [-0.7653, -0.0258, -5.8032], [-0.3552, -3.6357, -0.3018], [0.0405, -2.6296, 0.6736], [-0.1677, -4.6187, 0.1117], [0.2255, -3.5041, -1.2074], [-1.4136, -3.5198, -0.5069]], "forces_ev_per_angstrom": [[0.1, 0.3, -0.7], [0.0, 0.0, 0.0], [0.0, 0.0, -0.1], [0.0, 0.1, -0.1], [0.0, 0.0, 0.0], [0.0, 0.0, 0.0], [0.1, -0.1, 0.0], [0.1, 0.0, -0.2], [0.0, 0.0, 0.2], [-0.4, 0.0, 0.4], [0.1, 0.0, 0.3], [-0.2, 0.3, 0.0], [0.2, -0.2, 0.0], [-0.1, 0.1, 0.1], [0.0, 0.0, 0.1], [0.0, 0.0, 0.0], [0.0, 0.0, 0.1], [0.1, 0.0, -0.2], [0.0, 0.1, 0.1], [0.5, -0.4, 0.1], [0.0, 0.0, 0.0], [0.0, 0.0, 0.0], [0.0, 0.0, 0.0], [0.0, 0.0, 0.0], [0.0, 0.0, 0.0], [0.0, 0.0, 0.0], [0.0, 0.0, -0.1], [0.0, 0.0, 0.0], [0.0, 0.0, 0.0], [0.0, 0.0, 0.0], [-0.2, 0.0, 0.2], [0.1, -0.1, -0.2], [-0.2, 0.1, -0.1], [0.1, -0.1, 0.2], [-0.2, 0.1, 0.0], [0.1, 0.3, -0.1], [0.0, 0.0, -0.1], [0.3, -0.1, -0.1], [0.0, 0.0, 0.2], [-0.1, 0.0, -0.5], [0.1, 0.0, -0.1], [0.0, 0.0, 0.2], [-0.1, 0.0, 0.0], [-0.7, -1.1, -0.1], [0.3, 0.4, 0.0], [0.2, 0.4, 0.1], [0.0, 0.0, 0.0], [0.0, 0.0, 0.0], [-0.1, -0.1, 0.2], [-0.1, -0.4, -0.2], [0.1, 0.0, 0.2], [0.1, 0.1, -0.2], [-0.2, 0.1, 0.0]], "orbital_gap_ev": 5.80, "total_charge": 1, "e_above_lowest_ev": 0.767, "multiplicity": 1, "homo_ev": -11.3027, "e_tot_ha": -1960.78113}

{"formula": "H22O11", "method": "the ωB97M-V functional and the def2-TZVPD basis", "species": ["O", "H", "H", "O", "H", "H", "O", "H", "H", "O", "H", "H", "O", "H", "H", "O", "H", "H", "O", "H", "H", "O", "H", "H", "O", "H", "H", "O", "H", "H", "O", "H", "H"], "positions_angstrom": [[-18.9503, -19.2761, -21.5446], [-18.5482, -19.4084, -22.3833], [-18.6517, -18.3737, -21.3394], [-18.4160, -20.9877, -23.7212], [-17.9022, -21.4272, -24.3787], [-18.9748, -20.4380, -24.2443], [-15.4009, -17.6443, -21.1213], [-15.9923, -18.3446, -21.2260], [-14.5928, -17.7042, -21.7077], [-15.4155, -22.5160, -18.7175], [-14.7994, -23.1942, -18.4265], [-15.1232, -22.4881, -19.6303], [-16.5045, -19.2410, -18.8150], [-16.8896, -18.3861, -19.0078], [-17.0594, -19.4977, -18.0579], [-21.3901, -20.1858, -22.2518], [-20.4333, -19.9650, -21.9915], [-21.6654, -19.4112, -22.6790], [-17.0694, -20.9734, -20.7614], [-16.6744, -20.6392, -19.9738], [-17.7107, -20.3005, -21.0170], [-15.4619, -20.1736, -22.9039], [-14.5211, -20.0871, -22.7800], [-15.7937, -20.7332, -22.2038], [-19.0224, -22.5740, -21.5786], [-18.9139, -22.2212, -22.4652], [-18.4204, -21.9578, -21.1690], [-13.5298, -20.8769, -17.8790], [-14.2978, -21.2586, -18.3340], [-13.5126, -19.9899, -18.2050], [-18.3142, -22.7905, -18.5159], [-17.5170, -23.1199, -18.9559], [-18.8510, -23.6133, -18.4801]], "forces_ev_per_angstrom": [[0.3, 1.5, 1.1], [0.7, -0.6, -1.7], [-0.5, -0.2, 0.2], [0.1, 0.3, 0.6], [1.0, -0.6, -0.5], [-1.1, 0.6, -0.6], [2.7, 2.6, 0.0], [-0.7, -2.1, -0.9], [-2.0, -0.4, 0.9], [0.2, -0.6, -0.5], [0.0, -0.3, 0.8], [-0.4, 0.3, -0.8], [-0.5, 0.0, 1.0], [0.3, 0.5, -0.4], [0.4, -0.4, -0.1], [2.4, -1.2, 1.1], [-2.3, -0.6, -0.2], [-0.9, 1.7, -0.9], [0.7, -0.9, -1.3], [0.3, 0.6, 1.2], [-0.2, 0.2, 0.3], [-0.1, 0.5, -0.9], [0.4, -0.1, 0.1], [-0.4, -0.4, 0.7], [-0.3, -0.3, -0.5], [-0.6, -0.4, -0.5], [0.3, -0.3, 1.2], [0.1, -0.5, 0.0], [0.0, 0.0, 0.5], [0.2, 1.0, -0.1], [-0.3, -1.3, 0.0], [0.0, 0.5, 0.1], [0.2, 1.0, 0.0]], "orbital_gap_ev": 9.72, "total_charge": 0, "e_above_lowest_ev": 2.384, "smiles": "O.O.O.O.O.O.O.O.O.O.O", "multiplicity": 1, "homo_ev": -9.9067, "e_tot_ha": -840.79252}

{"formula": "C5H9F2N", "method": "the ωB97M-V functional and the def2-TZVPD basis", "species": ["C", "C", "C", "F", "F", "H", "H", "H", "H", "C", "N", "C", "H", "H", "H", "H", "H"], "positions_angstrom": [[1.5609, 1.8220, -1.1129], [1.4592, 0.5958, -0.3448], [2.0298, -0.5115, -0.7378], [2.7600, -0.7089, -1.9056], [2.1861, -1.6314, 0.0241], [0.7306, 1.7124, -1.8321], [1.4136, 2.6475, -0.3553], [2.5324, 2.0174, -1.6555], [1.1082, 0.9056, 0.6134], [-1.2843, -0.8103, 2.0015], [-1.5568, -0.2283, 0.9305], [-2.4705, -0.8340, 0.0221], [-1.7037, -1.8192, 2.1950], [-0.6499, -0.3320, 2.8079], [-3.3792, -0.3191, 0.0672], [-2.0996, -0.6283, -0.9745], [-2.6369, -1.8777, 0.2569]], "forces_ev_per_angstrom": [[0.2, 1.9, -1.2], [1.5, -0.1, 0.3], [1.7, -2.0, 0.2], [-1.6, 0.6, 1.8], [-0.4, 1.0, -0.9], [0.3, 1.1, 0.0], [-0.1, -0.5, -1.4], [-1.1, -0.5, 0.5], [-0.5, -1.6, 0.8], [0.3, -0.4, 1.1], [0.5, 1.3, 0.5], [1.2, -0.3, -0.3], [0.3, 0.3, 0.2], [-0.6, -0.6, -1.1], [-1.6, 0.8, 0.2], [0.1, -0.6, -0.4], [-0.1, -0.5, -0.3]], "orbital_gap_ev": 10.41, "total_charge": 0, "e_above_lowest_ev": 1.906, "smiles": "CC=C(F)F.C=NC", "multiplicity": 1, "homo_ev": -9.4552, "e_tot_ha": -450.30684}

{"formula": "C7H16O4Si", "method": "the ωB97M-V functional and the def2-TZVPD basis", "species": ["C", "C", "O", "C", "C", "Si", "O", "C", "O", "C", "O", "C", "H", "H", "H", "H", "H", "H", "H", "H", "H", "H", "H", "H", "H", "H", "H", "H"], "positions_angstrom": [[-1.4088, -1.1503, -1.5471], [-0.9336, -0.6061, -0.4352], [-1.6179, -0.2302, 0.6523], [-2.9691, 0.1004, 0.6107], [-3.3464, 1.2179, -0.3441], [1.1011, -0.3505, -0.0130], [1.8347, -1.5538, -0.7672], [3.0812, -1.4865, -1.3714], [1.3833, 1.1078, -0.6983], [1.5863, 2.4212, -0.3065], [1.5845, -0.2520, 1.5542], [1.2199, -0.9347, 2.6684], [-0.7289, -1.6459, -2.2588], [-2.4705, -1.1624, -1.7871], [-3.6084, -0.7740, 0.6068], [-3.3052, 0.5801, 1.6029], [-2.6587, 2.0461, -0.1604], [-3.2375, 0.7174, -1.3450], [-4.3269, 1.5207, -0.1381], [3.8680, -1.9024, -0.7886], [3.4124, -0.4194, -1.7122], [2.9772, -2.1082, -2.2847], [1.2178, 3.1167, -1.0925], [2.6085, 2.6495, -0.3520], [1.2362, 2.5762, 0.7027], [0.2104, -0.7541, 2.9765], [1.9482, -0.6460, 3.4344], [1.3423, -2.0775, 2.5931]], "forces_ev_per_angstrom": [[0.0, -0.3, -0.7], [3.3, -1.0, 0.7], [0.0, 1.1, 1.1], [-2.0, 1.7, 2.5], [1.9, -2.2, -1.4], [-3.0, 1.1, -0.2], [-0.2, -0.1, 0.2], [0.6, 1.2, -2.7], [0.0, -1.4, -0.4], [-0.5, 0.5, -0.7], [-0.2, 1.0, -2.4], [1.0, -2.7, 1.6], [-0.3, 0.6, 0.4], [0.1, -0.2, 0.1], [-0.1, -0.5, -0.8], [1.3, -1.0, -0.7], [0.0, -0.1, -0.5], [-0.3, 1.5, 0.4], [-1.5, 0.4, 0.0], [0.5, -0.3, 0.8], [-0.8, -1.7, 0.7], [0.4, 0.4, 0.3], [-0.7, -0.4, 0.8], [1.9, 0.1, 0.4], [-0.4, 0.5, 0.1], [-0.6, 0.3, 0.2], [-0.5, 0.0, 0.3], [-0.2, 1.4, -0.2]], "orbital_gap_ev": 9.53, "total_charge": 0, "e_above_lowest_ev": 0.000, "smiles": "C=C(OCC)[Si](OC)(OC)OC", "multiplicity": 1, "homo_ev": -8.6246, "e_tot_ha": -866.79137}